Computed, not measured: a single C14H21NO4 molecule, with wB97M-V/def2-TZVPD.

Relative energy (zero: lowest compared OMol25 entry of this formula, charge and spin): 69.77 kcal per mole
Strongest force on any atom: 0.69 eV Å⁻¹
HOMO: -8.050 eV
Net charge: 0
SMILES: CCOc1cc(C(=O)NC)cc(OCC)c1OCC

Geometry as XYZ:
```
40
C14H21NO4, DFT wB97M-V/def2-TZVPD
C 0.7494 3.7212 0.7478
C 0.3444 3.4087 -0.6902
H 1.2281 3.2589 -1.3230
O -0.5386 2.3114 -0.7858
C -0.0848 1.0394 -0.5342
C 1.2637 0.7017 -0.4770
C 1.6585 -0.6168 -0.3005
C 0.7001 -1.6189 -0.1964
C -0.6464 -1.3029 -0.2249
C -1.0570 0.0398 -0.3757
O -2.4036 0.2201 -0.4084
C -2.9780 1.4412 0.0242
C -4.4416 1.1624 0.3336
H -4.5203 0.4112 1.1146
H -4.9323 2.0750 0.6609
H -4.9392 0.7867 -0.5557
H -2.4623 1.8051 0.9214
H -2.8925 2.2023 -0.7599
O -1.6569 -2.1991 -0.1043
C -1.3370 -3.5743 -0.0223
C -2.6471 -4.3449 0.0305
H -2.4478 -5.4112 0.0885
H -3.2330 -4.1368 -0.8602
H -3.2220 -4.0395 0.9002
H -0.7508 -3.8788 -0.8996
H -0.7429 -3.7720 0.8811
H 1.0466 -2.6327 -0.0845
C 3.0864 -1.0379 -0.2551
O 3.4512 -2.1470 -0.5978
N 3.9527 -0.1018 0.2088
H 3.5994 0.7701 0.5652
C 5.3657 -0.3545 0.3339
H 5.6804 -0.3171 1.3793
H 5.5502 -1.3520 -0.0620
H 5.9408 0.3758 -0.2393
H 2.0093 1.4642 -0.6343
H -0.2284 4.2435 -1.1035
H 1.2599 2.8734 1.1989
H -0.1346 3.9424 1.3408
H 1.4099 4.5838 0.7647
```